Record 1
Computed, not measured: 12 unconnected molecules or ions with the total composition C43H89N3O15S in a non-equilibrium geometry, with the ωB97M-V functional and the def2-TZVPD basis.

Atoms and positions in Å:
O (1.39, -1.73, 4.68)
S (1.28, -2.14, 6.01)
O (2.00, -3.27, 6.45)
O (1.56, -0.90, 6.97)
C (0.79, -1.02, 8.15)
C (-0.56, -1.58, 7.66)
O (-0.25, -2.27, 6.43)
H (1.27, -1.67, 8.88)
H (0.66, -0.04, 8.59)
H (-1.27, -0.80, 7.39)
H (-0.98, -2.31, 8.34)
C (3.27, 4.40, 0.07)
N (2.28, 4.95, 0.92)
C (1.42, 4.17, 1.61)
C (0.38, 4.88, 2.43)
O (1.51, 2.96, 1.59)
H (3.58, 5.14, -0.68)
H (2.94, 3.49, -0.41)
H (4.20, 4.13, 0.59)
H (2.28, 5.95, 1.04)
H (0.09, 5.84, 1.99)
H (0.87, 5.08, 3.39)
H (-0.48, 4.27, 2.69)
C (1.52, -0.64, 0.91)
N (0.57, 0.44, 0.73)
C (-0.41, 0.44, -0.20)
C (-0.87, 1.83, -0.57)
O (-0.86, -0.58, -0.71)
H (1.32, -1.55, 0.37)
H (1.73, -0.87, 1.97)
H (2.51, -0.20, 0.67)
H (0.73, 1.30, 1.25)
H (-1.44, 2.24, 0.28)
H (-1.48, 1.86, -1.46)
H (-0.03, 2.51, -0.70)
C (-5.89, 0.83, -5.67)
N (-4.76, 1.27, -4.89)
C (-3.93, 2.31, -5.17)
C (-2.82, 2.53, -4.17)
O (-4.09, 3.03, -6.14)
H (-6.77, 0.76, -5.04)
H (-5.70, -0.11, -6.19)
H (-6.11, 1.65, -6.35)
H (-4.56, 0.69, -4.10)
H (-2.27, 1.58, -4.09)
H (-3.30, 2.66, -3.20)
H (-2.23, 3.38, -4.46)
C (5.91, -1.56, 3.22)
C (6.67, -1.98, 1.96)
C (5.71, -1.58, 0.84)
O (4.98, -0.46, 1.32)
C (5.17, -0.31, 2.72)
H (6.58, -1.38, 4.05)
H (5.20, -2.33, 3.55)
H (6.88, -3.05, 1.95)
H (7.63, -1.48, 1.86)
H (5.11, -2.42, 0.49)
H (6.33, -1.21, 0.02)
H (4.23, -0.08, 3.22)
H (5.87, 0.51, 2.91)
C (-1.24, -3.42, 3.57)
C (-0.89, -2.56, 2.37)
C (-2.29, -2.36, 1.77)
O (-3.16, -2.19, 2.90)
C (-2.56, -2.80, 4.04)
H (-0.47, -3.38, 4.35)
H (-1.29, -4.47, 3.28)
H (-0.16, -3.00, 1.70)
H (-0.55, -1.55, 2.63)
H (-2.62, -3.27, 1.25)
H (-2.35, -1.52, 1.08)
H (-3.25, -3.57, 4.42)
H (-2.34, -2.04, 4.79)
C (-4.82, 5.26, 1.47)
C (-5.60, 5.32, 0.16)
C (-5.07, 4.13, -0.65)
O (-3.75, 3.91, -0.17)
C (-3.76, 4.14, 1.23)
H (-5.41, 5.02, 2.36)
H (-4.29, 6.17, 1.75)
H (-5.45, 6.28, -0.34)
H (-6.68, 5.24, 0.35)
H (-4.99, 4.38, -1.71)
H (-5.69, 3.24, -0.50)
H (-2.78, 4.48, 1.55)
H (-4.06, 3.22, 1.74)
C (-0.25, 1.44, 4.40)
C (-1.66, 0.93, 4.04)
C (-2.53, 2.09, 4.54)
O (-1.89, 2.53, 5.74)
C (-0.49, 2.32, 5.63)
H (0.24, 1.85, 3.52)
H (0.39, 0.58, 4.60)
H (-1.90, 0.12, 4.73)
H (-1.84, 0.65, 3.01)
H (-3.53, 1.81, 4.86)
H (-2.58, 2.90, 3.80)
H (0.00, 1.88, 6.50)
H (0.00, 3.30, 5.50)
C (4.92, -2.61, -2.50)
C (5.03, -2.08, -3.91)
C (3.68, -1.37, -4.08)
O (2.76, -2.26, -3.45)
C (3.43, -2.89, -2.34)
H (5.17, -1.85, -1.76)
H (5.41, -3.56, -2.30)
H (5.11, -2.86, -4.67)
H (5.88, -1.43, -4.12)
H (3.25, -1.28, -5.07)
H (3.76, -0.40, -3.56)
H (3.17, -3.95, -2.29)
H (3.01, -2.46, -1.42)
C (-1.05, -1.15, -4.71)
C (-1.55, -2.04, -5.86)
C (-3.05, -1.84, -5.71)
O (-3.27, -1.95, -4.31)
C (-2.18, -1.30, -3.67)
H (-0.98, -0.12, -5.03)
H (-0.14, -1.50, -4.21)
H (-1.35, -3.08, -5.63)
H (-1.18, -1.71, -6.83)
H (-3.65, -2.62, -6.18)
H (-3.43, -0.91, -6.15)
H (-1.93, -1.83, -2.75)
H (-2.48, -0.32, -3.27)
C (1.17, 1.29, -3.57)
C (2.22, 2.23, -2.98)
C (2.52, 3.23, -4.10)
O (1.44, 3.15, -5.02)
C (1.02, 1.82, -5.01)
H (0.21, 1.43, -3.09)
H (1.46, 0.24, -3.58)
H (3.14, 1.84, -2.54)
H (1.70, 2.81, -2.20)
H (3.42, 2.94, -4.68)
H (2.67, 4.28, -3.83)
H (1.67, 1.21, -5.67)
H (0.02, 1.70, -5.42)
C (-0.89, -5.30, -2.03)
C (-0.91, -6.60, -1.21)
C (-0.02, -6.30, -0.01)
O (0.88, -5.28, -0.43)
C (0.22, -4.45, -1.37)
H (-1.86, -4.79, -2.03)
H (-0.72, -5.51, -3.09)
H (-0.36, -7.37, -1.76)
H (-1.91, -6.97, -0.99)
H (0.60, -7.14, 0.33)
H (-0.54, -5.98, 0.90)
H (0.91, -4.19, -2.17)
H (-0.19, -3.55, -0.90)

## Properties
charge	0
SMILES	O=S1(=O)OCCO1.CNC(C)=O.CNC(C)=O.CNC(C)=O.C1CCOC1.C1CCOC1.C1CCOC1.C1CCOC1.C1CCOC1.C1CCOC1.C1CCOC1.C1CCOC1
electronic energy	-3382.734356	hartree
F_max	1.957	eV/A
LUMO	0.354	eV
Kohn-Sham gap	0.3335	Eh


Record 2
Computed, not measured: 4 unconnected molecules or ions with the total composition C43H93N2O19P5S in a non-equilibrium geometry, with the ωB97M-V functional and the def2-TZVPD basis.

Atoms and positions in Å:
O (-2.39, 4.64, -4.88)
C (-2.60, 3.47, -5.53)
O (-3.81, 3.37, -6.36)
C (-4.86, 2.55, -5.70)
C (-4.57, 0.98, -6.20)
N (-5.68, 0.13, -5.61)
S (-7.20, 0.31, -6.45)
C (-5.28, -1.31, -5.43)
C (-4.85, -1.67, -3.86)
C (-4.77, -0.35, -2.89)
C (-3.28, 0.32, -3.07)
C (-2.48, 0.40, -1.63)
C (-1.52, -0.95, -1.43)
C (-0.78, -0.94, 0.05)
C (0.78, -1.48, 0.01)
C (1.46, -1.53, 1.54)
C (3.05, -1.93, 1.52)
C (3.76, -1.98, 3.01)
C (4.77, -0.67, 3.28)
C (6.04, -0.79, 2.25)
N (7.39, -0.45, 2.85)
C (8.24, 0.55, 2.05)
C (9.69, 0.77, 2.80)
C (9.61, -0.19, 4.16)
C (8.10, -0.92, 4.10)
C (-4.19, -1.87, -6.54)
O (-4.62, -1.74, -7.94)
C (-3.57, -1.18, -8.81)
C (-2.22, -2.09, -8.95)
C (-0.94, -1.11, -8.63)
C (0.53, -1.77, -8.95)
O (1.45, -1.31, -7.87)
P (-4.05, -3.78, -6.21)
P (-2.08, -4.30, -5.43)
O (-1.90, -3.99, -3.86)
O (-1.74, -6.04, -5.58)
O (-0.75, -3.49, -6.22)
H (-1.77, 2.65, -5.41)
H (-4.78, 2.69, -4.54)
H (-5.92, 2.95, -6.03)
H (-3.49, 0.74, -5.82)
H (-4.70, 1.00, -7.36)
H (-7.71, -0.91, -6.90)
H (-6.27, -1.95, -5.62)
H (-3.83, -2.24, -3.77)
H (-5.69, -2.38, -3.40)
H (-5.67, 0.39, -2.98)
H (-4.81, -0.77, -1.77)
H (-2.67, -0.39, -3.81)
H (-3.30, 1.38, -3.62)
H (-3.26, 0.46, -0.74)
H (-1.79, 1.37, -1.70)
H (-2.20, -1.92, -1.60)
H (-0.76, -0.93, -2.34)
H (-1.43, -1.58, 0.82)
H (-0.75, 0.20, 0.38)
H (0.81, -2.58, -0.43)
H (1.44, -0.76, -0.66)
H (1.39, -0.42, 1.94)
H (0.83, -2.28, 2.17)
H (3.66, -1.19, 0.85)
H (3.13, -3.00, 1.03)
H (4.37, -3.01, 3.05)
H (2.93, -2.06, 3.84)
H (4.08, 0.28, 3.09)
H (5.04, -0.70, 4.42)
H (5.86, -0.09, 1.32)
H (6.09, -1.93, 1.90)
H (7.99, 1.11, 1.05)
H (10.62, 1.44, 2.50)
H (10.45, -0.34, 4.97)
H (7.67, -1.68, 4.90)
H (-3.11, -1.43, -6.37)
H (-4.05, -1.12, -9.90)
H (-3.24, -0.09, -8.54)
H (-2.11, -2.41, -10.09)
H (-2.23, -3.09, -8.34)
H (-1.05, -0.18, -9.38)
H (-1.04, -0.64, -7.55)
H (0.94, -1.25, -9.94)
H (0.53, -2.93, -9.10)
H (0.97, -1.25, -6.99)
H (-4.12, -4.45, -7.51)
H (-2.42, -6.48, -6.17)
H (-0.47, -2.72, -5.63)
C (7.74, -2.31, 9.20)
C (6.45, -2.93, 8.72)
O (5.32, -2.19, 9.15)
P (5.06, -0.70, 8.49)
O (4.52, -1.28, 7.16)
O (3.53, -0.42, 9.08)
C (2.54, 0.11, 8.21)
C (1.58, -0.98, 7.80)
O (5.67, -0.06, 9.97)
C (4.99, -0.10, 11.23)
C (4.88, -1.49, 11.84)
H (7.89, -1.32, 8.74)
H (8.60, -2.94, 8.94)
H (7.73, -2.16, 10.28)
H (6.44, -3.02, 7.63)
H (6.35, -3.94, 9.13)
H (3.00, 0.59, 7.34)
H (2.00, 0.90, 8.75)
H (2.10, -1.88, 7.46)
H (0.91, -0.64, 7.00)
H (0.96, -1.29, 8.66)
H (4.02, 0.39, 11.17)
H (5.59, 0.51, 11.91)
H (4.16, -2.10, 11.30)
H (4.54, -1.42, 12.88)
H (5.84, -2.01, 11.82)
C (-2.58, 6.19, -8.30)
C (-1.85, 5.30, -9.30)
O (-0.56, 5.80, -9.59)
P (0.59, 5.71, -8.40)
O (0.82, 4.20, -8.59)
O (1.93, 6.12, -9.31)
C (3.12, 5.36, -9.14)
C (3.30, 4.42, -10.32)
O (0.33, 7.41, -8.18)
C (0.72, 8.42, -9.10)
C (-0.06, 8.44, -10.40)
H (-2.07, 6.17, -7.33)
H (-3.61, 5.85, -8.16)
H (-2.59, 7.23, -8.64)
H (-1.79, 4.27, -8.93)
H (-2.41, 5.28, -10.24)
H (3.12, 4.82, -8.19)
H (3.96, 6.06, -9.11)
H (2.39, 3.85, -10.53)
H (4.11, 3.71, -10.13)
H (3.53, 4.98, -11.22)
H (1.80, 8.40, -9.28)
H (0.53, 9.37, -8.59)
H (0.22, 7.60, -11.04)
H (0.15, 9.36, -10.96)
H (-1.14, 8.38, -10.22)
C (-5.86, -2.59, 7.11)
C (-5.72, -1.39, 8.03)
O (-4.88, -1.68, 9.14)
P (-3.26, -1.89, 8.85)
O (-2.99, -0.37, 8.69)
O (-2.72, -1.90, 10.43)
C (-1.56, -1.15, 10.76)
C (-1.96, 0.12, 11.49)
O (-3.56, -3.58, 9.03)
C (-3.88, -4.23, 10.26)
C (-5.25, -3.90, 10.82)
H (-4.90, -2.84, 6.65)
H (-6.58, -2.38, 6.32)
H (-6.18, -3.47, 7.67)
H (-5.33, -0.52, 7.49)
H (-6.70, -1.12, 8.43)
H (-0.96, -0.93, 9.87)
H (-0.94, -1.77, 11.42)
H (-2.75, 0.66, 10.97)
H (-1.10, 0.79, 11.61)
H (-2.35, -0.12, 12.48)
H (-3.09, -4.08, 11.01)
H (-3.86, -5.31, 10.04)
H (-5.28, -2.89, 11.22)
H (-5.51, -4.59, 11.63)
H (-6.02, -3.98, 10.05)

## Properties
charge	0
SMILES	O=COCCN(S)[C@H](CCCCCCCCCCCCn1cccc1)[C@H](OCCCCO)PP(=O)(O)O.CCOP(=O)(OCC)OCC.CCOP(=O)(OCC)OCC.CCOP(=O)(OCC)OCC
electronic energy	-5337.389430	hartree
F_max	9.694	eV/A
LUMO	-2.257	eV
Kohn-Sham gap	0.1960	Eh


Record 3
Computed, not measured: 8 unconnected molecules or ions with the total composition C43H94BO35P6 in a non-equilibrium geometry, with the ωB97M-V functional and the def2-TZVPD basis.

Atoms and positions in Å:
O (1.99, -2.15, -1.76)
C (1.22, -1.24, -1.62)
O (1.38, -0.28, -0.71)
B (0.17, 0.56, -0.77)
O (-0.22, 0.48, -2.19)
C (0.27, -0.67, -2.69)
O (0.01, -1.21, -3.72)
O (0.38, 1.91, -0.24)
C (-0.68, 2.25, 0.53)
O (-0.80, 3.36, 1.01)
C (-1.43, 1.00, 0.83)
O (-0.93, 0.00, 0.13)
O (-2.17, 0.84, 1.80)
C (9.02, 0.15, -0.40)
C (8.36, 0.33, -1.73)
O (8.38, 1.70, -2.13)
P (7.22, 2.43, -2.87)
O (6.88, 1.97, -4.22)
O (5.98, 2.52, -1.85)
C (4.65, 2.00, -2.07)
C (4.68, 0.47, -2.09)
O (7.69, 3.96, -2.80)
C (7.00, 5.01, -3.45)
C (7.05, 4.90, -5.01)
H (8.87, 1.01, 0.25)
H (8.59, -0.76, 0.01)
H (10.10, 0.18, -0.55)
H (8.81, -0.19, -2.57)
H (7.32, 0.03, -1.59)
H (3.97, 2.43, -1.34)
H (4.28, 2.49, -2.98)
H (5.24, 0.14, -2.97)
H (5.08, 0.01, -1.18)
H (3.67, 0.08, -2.19)
H (5.95, 5.00, -3.13)
H (7.23, 6.03, -3.14)
H (6.53, 5.81, -5.34)
H (8.06, 5.01, -5.38)
H (6.55, 4.02, -5.41)
C (-7.06, -3.60, 1.46)
C (-7.64, -2.85, 0.30)
O (-6.64, -1.95, -0.23)
P (-5.63, -2.62, -1.29)
O (-6.32, -3.42, -2.33)
O (-4.52, -3.34, -0.32)
C (-3.69, -4.39, -0.82)
C (-4.39, -5.66, -1.31)
O (-4.89, -1.31, -1.87)
C (-4.11, -0.49, -1.02)
C (-4.87, 0.67, -0.35)
H (-6.16, -4.17, 1.28)
H (-6.86, -2.87, 2.25)
H (-7.83, -4.16, 1.99)
H (-8.08, -3.51, -0.45)
H (-8.46, -2.22, 0.66)
H (-3.14, -4.00, -1.68)
H (-2.92, -4.62, -0.08)
H (-3.67, -6.48, -1.31)
H (-5.34, -5.95, -0.88)
H (-4.41, -5.43, -2.37)
H (-3.54, -1.03, -0.26)
H (-3.31, -0.02, -1.60)
H (-5.80, 0.92, -0.86)
H (-5.23, 0.29, 0.61)
H (-4.21, 1.50, -0.12)
C (3.65, 4.02, 7.94)
C (2.14, 4.01, 7.53)
O (1.86, 4.71, 6.33)
P (1.53, 3.82, 5.01)
O (2.73, 3.41, 4.27)
O (0.56, 4.86, 4.30)
C (0.90, 5.36, 3.00)
C (1.92, 6.49, 2.99)
O (0.57, 2.63, 5.52)
C (-0.47, 2.08, 4.65)
C (-0.34, 0.57, 4.56)
H (4.21, 3.12, 7.70)
H (3.97, 4.95, 7.48)
H (3.61, 3.96, 9.03)
H (1.71, 3.01, 7.53)
H (1.65, 4.67, 8.26)
H (1.19, 4.45, 2.46)
H (0.03, 5.63, 2.39)
H (1.68, 7.33, 3.65)
H (2.83, 6.15, 3.50)
H (2.32, 6.79, 2.03)
H (-1.47, 2.42, 4.94)
H (-0.38, 2.59, 3.69)
H (-0.10, 0.18, 5.55)
H (-1.28, 0.13, 4.25)
H (0.48, 0.45, 3.85)
C (1.16, 0.11, -6.38)
C (1.64, 1.59, -6.35)
O (0.64, 2.36, -7.00)
P (0.27, 3.93, -6.72)
O (-0.46, 4.60, -7.80)
O (-0.61, 3.98, -5.39)
C (-0.19, 3.46, -4.16)
C (-1.43, 3.19, -3.36)
O (1.69, 4.57, -6.29)
C (2.40, 5.23, -7.37)
C (3.81, 4.64, -7.32)
H (0.18, -0.22, -6.04)
H (1.07, -0.06, -7.46)
H (1.90, -0.59, -6.00)
H (1.90, 1.98, -5.37)
H (2.56, 1.57, -6.94)
H (0.44, 2.57, -4.22)
H (0.54, 4.12, -3.67)
H (-2.06, 4.08, -3.41)
H (-2.06, 2.42, -3.81)
H (-1.39, 2.77, -2.35)
H (2.03, 4.95, -8.35)
H (2.44, 6.31, -7.26)
H (3.98, 3.90, -8.11)
H (4.57, 5.37, -7.63)
H (4.08, 4.34, -6.32)
C (2.31, -9.46, -1.05)
C (3.57, -9.08, -0.28)
O (3.59, -7.65, -0.20)
P (3.19, -6.87, 1.14)
O (4.14, -6.80, 2.24)
O (2.63, -5.54, 0.49)
C (3.50, -4.43, 0.22)
C (4.41, -4.55, -1.04)
O (1.86, -7.64, 1.62)
C (1.45, -7.45, 3.01)
C (0.01, -7.98, 3.05)
H (1.37, -9.02, -0.74)
H (2.45, -9.35, -2.12)
H (2.03, -10.51, -0.91)
H (3.58, -9.53, 0.71)
H (4.46, -9.34, -0.87)
H (2.90, -3.53, 0.14)
H (4.20, -4.40, 1.05)
H (5.12, -3.73, -1.14)
H (4.93, -5.50, -1.15)
H (3.78, -4.47, -1.93)
H (2.03, -8.10, 3.66)
H (1.59, -6.40, 3.25)
H (-0.26, -7.78, 4.09)
H (-0.59, -7.33, 2.43)
H (-0.11, -9.06, 2.96)
C (-5.53, 4.34, 1.55)
C (-5.52, 3.80, 2.97)
O (-5.78, 2.41, 2.91)
P (-7.07, 1.71, 3.54)
O (-8.18, 2.49, 4.10)
O (-6.45, 0.55, 4.48)
C (-5.76, -0.55, 3.94)
C (-4.28, -0.52, 4.30)
O (-7.53, 0.83, 2.25)
C (-8.72, 1.01, 1.49)
C (-8.61, 2.22, 0.57)
H (-5.19, 3.60, 0.84)
H (-6.52, 4.76, 1.37)
H (-4.84, 5.17, 1.44)
H (-4.53, 3.90, 3.44)
H (-6.05, 4.31, 3.78)
H (-6.18, -1.54, 4.14)
H (-5.76, -0.62, 2.85)
H (-4.24, -0.14, 5.32)
H (-3.72, -1.43, 4.08)
H (-3.80, 0.22, 3.66)
H (-8.76, 0.10, 0.88)
H (-9.59, 0.99, 2.15)
H (-8.21, 3.08, 1.11)
H (-7.93, 1.97, -0.25)
H (-9.59, 2.41, 0.15)
C (0.61, -2.71, 1.76)
C (-0.71, -2.08, 2.30)
O (-1.41, -3.22, 2.69)
C (-0.64, -4.31, 2.83)
O (-0.94, -5.28, 3.48)
O (0.59, -3.99, 2.41)
H (1.53, -2.26, 2.12)
H (0.64, -2.66, 0.68)
H (-1.22, -1.39, 1.64)
H (-0.50, -1.55, 3.23)

## Properties
charge	-1
electronic energy	-6402.065502	hartree
F_max	3.585	eV/A
LUMO	1.631	eV
Kohn-Sham gap	0.3744	Eh


Which formula does entry 2 have? C43H93N2O19P5S